# C7H12N2O6

C7H12N2O6 in the gas phase in a non-equilibrium geometry (ωB97M-V/def2-TZVPD, the Open Molecules 2025 dataset).

Gap between HOMO and LUMO in eV: 9.46
SMILES: N[C@@H](CC(=O)O)C(=O)N[C@@H](CO)C(=O)O
Charge: 0

CARTESIAN COORDINATES (ANGSTROEM)
N1 1.051697 1.273994 1.665106
C1 0.490490 1.849899 0.518050
C2 1.257977 2.817362 -0.338785
C3 0.512067 3.305750 -1.514650
O1 -0.705442 3.222818 -1.728653
O2 1.240992 3.893874 -2.537868
C4 0.207625 0.446546 -0.598887
O3 0.331939 0.560574 -1.782475
N2 0.019136 -0.666675 0.160636
C5 -0.511703 -2.019686 -0.155986
C6 -0.106053 -3.091329 0.833364
O4 -0.572429 -4.361230 0.414032
C7 -2.103902 -1.853225 -0.065862
O5 -2.612111 -0.776168 0.112707
O6 -2.726686 -3.022728 0.084459
H1 1.125315 1.990721 2.460620
H2 2.061957 0.904519 1.547269
H3 -0.508039 2.229502 0.651123
H4 2.141352 2.305218 -0.663565
H5 1.567508 3.652382 0.262453
H6 0.592102 4.106225 -3.175471
H7 -0.090610 -0.307999 1.187945
H8 -0.089529 -2.157514 -1.179934
H9 -0.612726 -2.655534 1.732584
H10 0.933802 -3.198241 1.141478
H11 -0.867097 -4.808826 1.207102
H12 -2.027632 -3.640230 -0.236792

Cartesian forces, eV/Å:
2.8 0.9 3.0
-1.4 -2.7 -3.9
0.4 -0.3 0.5
-3.2 0.5 -3.2
2.4 0.2 1.5
1.6 -1.0 2.9
0.6 1.4 2.0
0.0 -0.3 -0.5
-0.2 0.2 3.4
0.4 2.6 -2.1
0.0 1.3 1.6
0.0 0.1 -0.1
0.8 1.0 0.9
0.1 -1.1 -0.4
0.2 0.1 -1.2
-0.2 -1.4 -1.4
-2.2 0.9 -0.1
-0.4 0.0 0.6
0.8 0.0 -0.5
0.2 0.7 0.2
-1.3 0.4 -1.3
0.2 -1.2 -2.3
-0.8 -0.5 0.4
0.1 -1.2 0.0
0.3 0.5 -0.7
-0.2 -0.4 0.1
-0.9 -0.6 0.5

Atom charges from the Löwdin analysis, given in e for atoms 1 to 5: atom 1 (N): -0.012, atom 2 (C): -0.295, atom 3 (C): -0.094, atom 4 (C): -0.459, atom 5 (O): 0.077

# C20H19Cl2FI2N6OS2Sn

A molecular structure, C20H19Cl2FI2N6OS2Sn (ωB97M-V/def2-TZVPD, the Open Molecules 2025 dataset).

Gap between HOMO and LUMO in eV: 8.05
Charge: 0

CARTESIAN COORDINATES (ANGSTROEM)
Sn1 0.069249 -1.073982 0.352775
I1 -1.319835 6.146367 3.607551
C1 -0.642144 4.360753 2.737854
C2 0.697873 4.220011 2.414837
C3 1.107006 3.043764 1.815115
I2 3.120670 2.786509 1.294068
C4 0.229366 1.971213 1.516886
O1 0.708298 0.872759 0.974294
C5 -1.126981 2.152762 1.883451
C6 -2.138462 1.052019 1.695884
N1 -2.255793 0.581618 0.298228
C7 -2.751130 1.651924 -0.572680
C8 -2.426235 1.499182 -2.044399
C9 -2.907903 2.439210 -2.953847
C10 -2.602198 2.295121 -4.293953
C11 -1.823643 1.215263 -4.694374
C12 -1.380699 0.338615 -3.723950
N2 -1.679993 0.473025 -2.428680
C13 -1.537296 3.339661 2.478970
H1 1.409815 5.001566 2.640615
H2 -1.866488 0.191401 2.307982
H3 -3.109651 1.418141 2.046729
H4 -2.897122 -0.202923 0.293313
H5 -3.835492 1.773365 -0.480735
H6 -2.302809 2.587047 -0.231879
H7 -3.507960 3.270961 -2.599221
H8 -2.959786 3.016797 -5.018638
H9 -1.558824 1.065099 -5.732846
H10 -0.755899 -0.512830 -3.981849
H11 -2.582999 3.464102 2.739040
N3 0.430428 -2.929526 3.642458
C14 1.592861 -3.044843 2.964544
N4 1.842352 -2.441698 1.831548
C15 3.125665 -2.708418 1.379536
C16 3.845615 -3.550273 2.152276
S1 2.925756 -4.017930 3.539550
C17 3.607875 -1.985947 0.194176
C18 4.712589 -2.241622 -0.543574
S2 4.925680 -1.007650 -1.734170
C19 3.497810 -0.210478 -1.131645
N5 2.915557 -0.843287 -0.162622
N6 3.005205 0.950935 -1.665472
H12 -0.361165 -2.528537 3.111102
H13 0.223498 -3.586901 4.370524
H14 4.864518 -3.883799 2.022913
H15 5.412374 -3.060694 -0.464608
H16 3.657968 1.567077 -2.115142
H17 2.345994 1.412034 -1.049014
F1 -1.170470 -1.776608 1.931440
Cl1 -0.784411 -3.818704 -1.268466
C20 -1.844147 -5.007851 -2.046111
Cl2 -1.736206 -4.939332 -3.813138
H18 -2.862933 -4.789190 -1.761676
H19 -1.545345 -5.995279 -1.724967

Cartesian forces, eV/Å:
0.1 0.6 0.2
0.1 -0.1 0.0
0.0 0.2 0.1
-0.1 -0.1 0.0
0.0 -0.4 -0.3
-0.1 0.2 0.3
-0.1 0.2 0.4
-0.3 -0.3 0.0
0.1 -0.1 -0.1
-0.2 0.0 -0.1
0.3 0.2 0.2
0.2 -0.3 -0.1
0.1 -0.2 0.0
-0.1 0.1 0.0
0.0 0.0 0.0
0.0 0.1 -0.1
-0.1 0.0 0.2
0.2 -0.2 0.1
0.0 0.0 -0.1
0.0 0.0 -0.1
-0.1 0.0 0.0
0.0 0.0 0.1
0.0 0.0 -0.1
-0.1 0.1 0.1
0.0 0.0 0.0
0.0 0.0 -0.1
0.0 0.0 0.0
0.0 0.0 0.0
-0.1 0.1 0.0
0.1 0.0 0.0
0.1 0.0 -0.2
-0.1 -0.2 0.1
-0.2 0.3 -0.1
0.0 0.1 0.0
0.1 0.0 0.0
-0.2 0.0 -0.1
-0.1 0.2 0.0
0.1 -0.1 0.0
0.0 0.1 0.0
0.0 0.0 -0.1
-0.2 -0.2 0.2
-0.1 -0.5 0.0
0.3 0.0 0.1
0.1 -0.1 0.1
-0.1 0.1 0.0
-0.1 0.1 0.0
0.1 0.1 0.0
0.1 0.0 -0.1
0.2 0.4 -0.5
-0.1 -0.2 -0.1
0.1 0.1 -0.1
0.0 0.0 0.1
-0.1 0.0 0.0
0.0 -0.1 0.0

Atom charges from the Löwdin analysis, given in e for atoms 1 to 5: atom 1 (Sn): 1.292, atom 2 (I): 0.826, atom 3 (C): -0.741, atom 4 (C): -0.236, atom 5 (C): -0.608

# C3H6N2OS

C3H6N2OS in the gas phase in a non-equilibrium geometry (ωB97M-V/def2-TZVPD, the Open Molecules 2025 dataset).

Gap between HOMO and LUMO in eV: 9.25
SMILES: CS/C=N/NC=O
Charge: 0

CARTESIAN COORDINATES (ANGSTROEM)
C1 2.199951 1.078453 -0.006020
S1 2.348926 -0.720596 0.029742
C2 0.647449 -1.156597 -0.008380
N1 -0.289916 -0.262048 0.059305
N2 -1.548898 -0.703286 0.008035
C3 -2.569206 0.217563 0.026176
O1 -3.743124 -0.126226 0.003249
H1 1.602137 1.378155 -0.863666
H2 1.740322 1.452630 0.901620
H3 3.204104 1.501749 -0.130128
H4 0.448781 -2.217656 -0.037787
H5 -1.843466 -1.702846 -0.053489
H6 -2.197059 1.260709 0.071348

Cartesian forces, eV/Å:
0.2 0.1 -0.3
-0.4 0.0 -0.1
-0.7 1.8 0.4
2.4 -1.3 -0.3
-2.0 -0.5 0.0
-0.9 -0.8 0.1
1.2 0.6 0.0
-0.1 0.0 0.0
0.0 0.0 0.1
-0.2 -0.3 0.2
-0.1 -0.3 -0.1
0.6 1.0 0.1
-0.2 -0.3 0.0

Atom charges from the Löwdin analysis, given in e for atoms 1 to 5: atom 1 (C): -0.414, atom 2 (S): 0.835, atom 3 (C): -0.491, atom 4 (N): -0.052, atom 5 (N): -0.039

Table of energy relative to the best compared isomer or geometry (same formula, charge and spin) (eV), in record order: 2.3504, 0.8373, 2.0203
Table of HOMO energy (eV), in record order: -9.10, -7.65, -8.50